(1)
Below is a cluster of 2 separate species, C2H5NS in total at a distorted geometry, with properties calculated with wB97M-V/def2-TZVPD.

Gap between HOMO and LUMO (spin up / spin down) = 9.496 / 7.888 eV
ΔE to the lowest compared entry with this formula, charge and spin = 6.7 kJ/mol
LUMO level (spin up / spin down) = 0.92 / -1.73 eV
Spin multiplicity = 3
Highest occupied orbital energy (spin up / spin down) = -8.6 / -9.6 eV
E_tot = -14476.6519 eV

Each line ends with the Mulliken charge.
Element x y z (Å)
C: 0.667 0.547 -0.060  -0.47
C: 0.936 -0.643 0.514  -0.41
N: -1.968 -0.035 -0.068  -0.32
S: -3.544 -0.119 0.027  0.02
H: 0.655 1.494 0.503  0.25
H: 0.139 0.474 -0.949  0.25
H: 0.753 -1.617 0.096  0.22
H: 1.410 -0.720 1.501  0.20
H: -1.776 -0.528 -0.906  0.26

(2)
Below is an isolated molecule of C2H5NS2 at a distorted geometry, with properties calculated with wB97M-V/def2-TZVPD.

Gap between HOMO and LUMO = 8.530 eV
ΔE to the lowest compared entry with this formula, charge and spin = 114.4 kJ/mol
LUMO level = -0.18 eV
SMILES = NCC(=S)S
Highest occupied orbital energy = -8.7 eV
E_tot = -25314.6404 eV

Each line ends with the Mulliken charge.
Element x y z (Å)
N: 1.932 -0.868 -0.265  -0.52
C: 0.689 -1.318 0.304  -0.36
C: -0.314 -0.106 0.173  0.15
S: -1.886 -0.354 -0.110  -0.22
S: 0.569 1.488 0.095  -0.15
H: 2.757 -1.431 -0.140  0.17
H: 1.903 -0.505 -1.215  0.19
H: 0.740 -1.488 1.364  0.30
H: 0.241 -2.149 -0.197  0.30
H: -0.351 2.049 -0.586  0.14

(3)
Below is a cluster of 2 separate species, C2H5O in total at a distorted geometry, with properties calculated with wB97M-V/def2-TZVPD.

Gap between HOMO and LUMO (spin up / spin down) = 3.541 / 6.948 eV
ΔE to the lowest compared entry with this formula, charge and spin = 85.8 kJ/mol
LUMO level (spin up / spin down) = 8.57 / 8.44 eV
Spin multiplicity = 2
Net charge = -2
Highest occupied orbital energy (spin up / spin down) = 5.0 / 1.5 eV
E_tot = -4195.1602 eV

Each line ends with the Mulliken charge.
Element x y z (Å)
O: 0.278 -1.817 1.346  -1.22
H: -0.444 -1.984 1.988  0.13
C: 0.273 0.471 -0.951  -0.87
C: -0.586 1.573 -0.720  -0.41
H: 1.036 0.397 -1.679  0.24
H: 0.421 -0.349 -0.233  0.20
H: -0.186 2.567 -1.031  -0.13
H: -1.172 1.645 0.219  0.05

(4)
Below is an isolated molecule of C2H5O2P at a distorted geometry, with properties calculated with wB97M-V/def2-TZVPD.

Gap between HOMO and LUMO = 11.137 eV
ΔE to the lowest compared entry with this formula, charge and spin = 98.3 kJ/mol
LUMO level = 0.82 eV
SMILES = O=[P@@H]1CCO1
Highest occupied orbital energy = -10.3 eV
E_tot = -15537.6366 eV

Each line ends with the Mulliken charge.
Element x y z (Å)
O: -1.448 1.035 1.812  -0.55
P: -1.084 0.691 0.471  0.58
C: -0.107 -0.824 0.137  -0.53
C: 1.099 -0.009 -0.473  -0.17
O: 0.619 1.390 -0.240  -0.51
H: -2.025 1.135 -0.594  0.14
H: -0.550 -1.701 -0.596  0.31
H: 0.186 -1.314 1.045  0.27
H: 2.151 -0.061 -0.038  0.26
H: 1.160 -0.342 -1.523  0.20